[1]
C37H46BBrHgN9O4S3 as an isolated structure at a distorted geometry, computed with wB97M-V/def2-TZVPD.

Spin multiplicity: 2
Kohn-Sham gap (spin up / spin down) (Ha): 0.2088 / 0.2588
Electronic energy (Ha): -6178.269434
⟨S²⟩: 0.764
Molar mass (g mol⁻¹): 1068.3
HOMO energy (spin up / spin down) (eV): -6.18 / -8.07
Energy above the lowest of the compared OMol25 structures with the same formula, charge and spin (kJ/mol): 0.0

```
102
Properties=species:S:1:pos:R:3:forces:R:3:mulliken_charge:R:1
H 3.58751 -3.71442 1.72884 0.0 0.0 0.0 0.368
H 1.75325 -4.44008 -2.77929 0.0 0.1 0.0 0.377
O -2.95024 2.19041 4.95827 -0.2 0.6 0.1 -0.938
N -0.53427 -1.15158 -1.15424 0.2 0.0 -0.1 0.735
C 1.15115 -0.41184 3.36448 0.0 0.1 0.0 0.017
H 2.93507 -3.81000 -3.94248 -0.1 0.0 0.0 0.439
O -2.69384 1.23252 2.97524 -0.1 0.2 -0.1 -0.621
H 2.58414 -4.18179 4.01006 0.0 0.0 0.0 0.375
C -6.22979 2.62389 -1.03404 0.0 0.0 0.0 -0.699
C -7.10592 1.91191 -0.23554 -0.1 0.0 0.0 0.267
C -1.37967 -2.88779 -3.00133 0.0 -0.1 -0.2 -0.502
C 1.23869 0.42809 4.59929 0.0 0.0 -0.1 -1.682
S 0.49440 1.84538 1.91003 0.1 -0.1 0.3 -0.375
C 0.38934 1.84649 -1.67294 0.0 0.0 0.0 1.137
H -2.59219 6.85115 2.54978 0.0 -0.1 0.0 0.525
N 0.93529 0.87716 -0.91087 0.2 -0.1 0.0 0.982
H -2.01576 5.29206 0.60921 0.0 0.0 -0.1 0.076
H -3.30737 3.71154 5.68706 0.1 0.5 0.0 0.449
C -2.78708 2.24277 3.72808 0.0 -0.1 0.3 0.670
C 3.07654 1.60008 -1.17705 0.1 0.0 0.0 -0.240
H 4.90715 -0.12537 -2.34550 0.0 0.0 0.1 0.362
H 0.06506 4.50584 -2.53275 0.0 0.0 0.0 0.281
H 2.57031 -3.80171 0.27972 0.0 0.0 0.0 0.205
H 1.57155 4.52139 -3.48170 0.0 0.0 0.0 0.398
H -0.60424 -4.70322 2.09903 0.0 0.0 -0.1 0.377
C 2.13200 -3.52957 -3.25433 0.0 0.0 0.0 -1.479
C 5.44853 2.40819 -1.48419 0.0 0.0 0.0 -2.270
H 4.29988 -0.77988 -0.81386 0.0 0.0 0.0 0.256
H 2.39981 -1.83736 -5.37613 -0.1 0.0 0.0 0.431
C -2.25700 -2.51049 -2.03815 -0.2 0.0 0.1 0.118
C 1.28502 2.77786 -2.27383 -0.1 0.1 -0.1 0.160
N 2.24431 0.75324 -0.64584 -0.1 0.0 -0.1 -0.275
H 1.99928 -0.86636 -3.94352 0.0 0.0 0.0 0.149
S -2.76302 -1.13488 0.27992 -0.1 -0.2 0.1 -0.435
C 4.68521 1.49346 0.71437 0.0 0.0 0.0 -1.525
C -4.88387 2.56810 -0.71446 0.1 0.0 0.0 -0.441
H 4.39392 2.48926 1.06071 0.0 -0.1 0.0 0.359
H 0.18712 3.50965 -3.96416 0.0 0.0 0.0 0.346
C -2.85241 4.93131 3.63603 -0.1 -0.4 0.2 0.041
H 0.54047 -5.82086 1.33270 0.0 0.1 0.0 0.437
H 1.23273 -4.03215 -5.76643 0.0 0.0 0.0 0.412
H -4.84158 0.64915 1.91174 0.0 0.0 0.0 0.490
C 1.01423 -2.80085 -4.01957 0.0 0.0 0.1 2.329
N 0.77441 -1.99779 1.10644 0.0 0.1 0.0 -0.580
Hg -1.92464 1.38764 0.78640 0.3 -0.1 -0.3 1.866
O -3.45455 4.67682 5.96841 0.0 -1.1 0.0 -0.545
H 4.04639 0.76171 1.21220 0.0 0.0 0.0 0.248
C 4.95823 -0.03032 -1.25614 0.0 0.0 0.0 -1.604
H -0.34480 -3.24436 -5.67177 0.1 0.0 0.1 0.440
N -2.27599 5.00049 1.53354 0.1 0.2 -0.1 -0.311
H -7.29848 0.61930 1.47666 0.0 0.0 0.0 0.457
H 0.82852 -1.02184 -5.26644 0.1 0.0 0.0 0.383
C 4.54480 1.37908 -0.80930 -0.1 0.0 0.0 2.222
H 5.36667 2.36607 -2.57408 0.0 0.0 0.1 0.437
H 3.31647 3.33172 -2.46812 -0.1 -0.1 0.1 0.549
N 0.57951 -0.66320 1.07446 0.1 0.0 0.0 0.647
C -3.67491 -2.98685 -2.02195 0.0 0.0 0.0 -1.771
C 1.17680 -2.53721 2.21604 0.0 -0.2 0.1 -0.190
H 5.72365 1.31495 1.00817 -0.1 0.0 0.0 0.430
O -3.44987 6.69262 5.05578 0.1 -0.2 0.1 -0.627
C -6.63312 1.18326 0.83902 0.1 0.0 0.0 -0.846
C 0.29235 -4.76522 1.47562 0.0 0.0 0.0 -1.497
H 0.06532 -4.32268 0.50477 0.0 0.0 0.0 0.140
C 1.36300 -1.75770 3.38587 -0.1 -0.1 0.1 -0.515
C 1.71733 -4.63380 3.52196 0.0 0.0 0.1 -2.225
C 0.78237 0.18192 2.12431 -0.1 0.0 -0.1 1.657
H 1.62729 -2.23399 4.32048 0.0 0.0 -0.1 0.500
C -5.26701 1.19287 1.07466 0.0 0.1 0.0 -0.314
H -3.88199 -3.55565 -1.11367 0.0 0.0 0.0 0.342
C -1.79529 -1.61115 -1.02194 0.1 0.1 0.0 1.145
H 5.21997 3.42613 -1.15487 0.0 -0.1 0.0 0.427
Br -8.95163 1.93831 -0.61675 0.0 0.0 0.0 -0.152
H -3.88146 -3.60827 -2.89338 0.0 0.0 0.0 0.393
N -4.40736 1.87170 0.31476 0.0 -0.1 0.0 0.233
H -6.57781 3.19971 -1.87983 0.0 0.0 0.0 0.438
H 0.02331 -4.64504 -4.64032 0.0 0.0 0.0 0.423
H 6.48812 2.20048 -1.22249 0.0 0.0 0.0 0.415
H 1.52739 -0.17853 5.45702 0.0 0.0 0.0 0.424
H -1.70897 -3.55991 -3.78413 0.0 0.0 0.1 0.522
H 2.54324 -2.88207 -2.47685 0.0 0.0 -0.1 0.161
C -2.67470 3.61898 3.09358 0.0 0.0 0.0 -0.103
H 5.98611 -0.23395 -0.94258 -0.1 0.0 0.0 0.432
C 1.46864 -4.03907 2.13846 0.0 0.1 0.0 2.239
C 1.59555 -1.55056 -4.69238 0.0 0.0 0.0 -1.518
C -0.05424 -2.38225 -3.01149 0.0 0.0 -0.1 -0.239
H 0.26786 0.88996 4.79595 0.0 0.0 0.0 0.271
C 2.72918 -4.22069 1.27629 0.0 0.0 0.0 -1.527
H 0.84775 -4.51640 4.17506 0.1 0.0 0.0 0.453
C 0.75694 3.89557 -3.11742 0.0 0.0 0.0 -1.749
C -3.27850 5.49773 4.95973 0.1 0.2 -0.5 0.489
B 0.09456 -0.15129 -0.22395 -0.2 0.1 0.1 -2.787
H 2.96933 -5.28372 1.17836 0.0 0.1 0.0 0.424
H -4.15374 3.10148 -1.31584 0.0 0.0 0.0 0.388
N 0.32993 -1.52478 -2.11725 -0.1 0.1 0.1 -0.329
C -2.58210 5.77246 2.58854 0.0 0.2 -0.2 -0.467
H -4.35459 -2.13211 -2.01226 0.0 0.0 0.0 0.341
C 0.43653 -3.73348 -5.08151 0.0 0.0 -0.1 -2.303
N -2.32560 3.69852 1.81632 -0.2 0.0 0.4 0.359
S -1.30607 1.91067 -1.82936 -0.1 0.2 -0.2 -0.480
C 2.61579 2.63330 -2.02583 0.1 0.1 0.0 -0.453
H 1.91829 -5.70197 3.42059 0.0 0.0 0.0 0.425
H 1.95215 1.24174 4.47012 0.0 0.0 0.0 0.326
```
Positions in Å, forces in eV/Å.



[2]
C37H46CoN6O2S5Se as an isolated structure, computed with wB97M-V/def2-TZVPD.

Spin multiplicity: 2
Kohn-Sham gap (spin up / spin down) (Ha): 0.1877 / 0.1872
Electronic energy (Ha): -7691.781877
⟨S²⟩: 1.104
Molar mass (g mol⁻¹): 905.0
HOMO energy (spin up / spin down) (eV): -5.71 / -5.73
Energy above the lowest of the compared OMol25 structures with the same formula, charge and spin (kJ/mol): 124.6

```
98
Properties=species:S:1:pos:R:3:forces:R:3:mulliken_charge:R:1
H -0.50352 -0.02282 -5.77317 0.0 0.0 0.0 0.274
C -3.81702 -1.73321 -4.79735 0.1 0.1 0.0 0.023
C -0.35419 1.42551 1.97844 0.1 -0.3 0.0 -0.144
H -2.83905 0.02890 -0.28972 0.0 0.0 0.0 0.165
H 7.42543 1.25034 3.65569 0.0 0.0 0.0 0.419
C 2.36677 1.43008 -4.06196 0.8 -0.3 -0.3 0.032
H -2.66861 -4.14237 3.90438 0.0 0.0 0.0 0.453
Co 1.24164 0.12110 -1.58952 -0.5 0.1 -0.5 0.289
C -3.78452 -0.46903 -5.37781 -0.1 0.0 0.1 0.615
N 0.62738 -1.30175 -0.27871 0.5 0.3 0.4 0.611
N 1.01830 1.26862 0.03107 -0.6 -0.1 0.0 -0.027
H -4.38781 0.35505 -2.24981 -0.1 0.0 -0.1 0.194
S 1.01391 1.86686 -3.08348 -0.3 0.2 0.6 -0.598
C 0.64361 3.37414 1.07982 -0.1 -0.1 0.2 -0.949
H -2.60513 4.03328 2.04957 0.0 0.0 0.0 0.311
H 5.38399 -2.89023 1.06039 0.0 0.0 0.0 0.303
H -0.54498 -1.13230 2.85328 0.0 0.0 0.0 0.455
H -0.15627 -2.46912 4.53354 0.0 0.0 0.0 0.332
H 4.36096 2.23524 3.01026 0.0 0.0 0.0 0.317
N 5.50118 0.48103 3.06594 0.2 -0.2 -0.1 0.247
H -2.81824 1.62613 -3.78825 0.0 0.0 -0.2 0.555
C -0.75816 -3.83448 2.93237 0.0 -0.1 0.1 1.835
H -0.98916 0.91153 2.68414 0.0 0.0 0.0 0.522
C -3.76196 1.17680 -1.89995 0.2 0.0 0.1 -0.462
H 0.80852 5.15935 3.15804 0.0 0.0 0.0 0.336
H -0.79383 2.08655 4.67900 0.0 0.0 0.0 0.396
H -2.40990 -2.47471 3.38030 0.0 0.0 0.0 0.312
H 1.09279 -2.99879 -1.32053 0.0 0.0 0.0 0.486
H -7.09678 0.23339 -5.33124 0.0 0.0 0.0 0.397
H -2.75143 1.78521 -0.08050 0.0 0.0 0.0 0.189
C -1.80937 4.60081 2.53646 0.0 0.0 0.0 -1.636
S 0.29675 -1.35925 -3.57936 0.2 0.0 0.1 -0.383
H -5.04927 -3.26779 -3.95985 0.0 0.0 0.0 0.417
N 6.20361 -1.13696 1.80946 0.0 0.2 0.1 0.241
H -0.35567 -4.14620 5.03972 0.0 0.0 0.0 0.468
H -2.33441 2.26614 3.80800 0.0 0.0 0.0 0.347
H 1.82883 3.01454 -0.67588 -0.1 -0.1 -0.1 0.604
H 1.10788 3.78615 4.22806 0.0 0.0 0.0 0.351
C -0.77776 3.64948 3.15993 -0.1 0.1 0.1 2.109
H 0.45140 -5.59208 2.51222 0.0 0.0 0.0 0.427
Se 3.35858 -1.02342 1.93881 -0.4 -0.1 0.0 -0.395
H 3.70888 0.92549 3.99833 0.0 0.0 0.0 0.320
C -0.22834 -1.58772 1.92694 0.0 0.1 0.0 0.023
C 1.19960 2.58720 0.09321 0.3 0.2 -0.1 -1.216
C -5.02824 -2.28003 -4.40223 0.0 0.0 0.0 -0.739
H -1.84750 2.04127 -2.38043 0.0 0.0 -0.1 0.244
H 6.10241 -1.83974 -0.16101 0.0 0.0 0.0 0.294
H -1.15294 -5.62425 1.75090 0.0 0.0 0.0 0.406
H -4.33919 2.09915 -1.99225 0.0 0.0 0.0 0.374
S 4.70485 0.41602 -4.77849 -0.1 0.0 0.0 -0.176
C -4.97111 0.22918 -5.58368 0.1 0.1 0.0 -0.490
C 4.62397 1.43434 3.70334 -0.1 0.1 0.0 -0.957
C 6.21744 -2.22283 0.85378 -0.1 -0.1 -0.2 -0.831
C 7.31825 -0.48824 2.30352 0.1 0.0 0.0 -0.428
C -0.22008 -2.97431 1.80188 0.0 0.0 -0.2 0.127
H 8.31693 -0.80243 2.05898 0.0 0.0 0.0 0.428
H -0.07417 5.02428 4.68041 0.0 0.0 0.0 0.476
C -2.53401 1.29518 -2.79657 -0.2 0.0 0.1 -0.640
C -6.17667 -0.31421 -5.17436 0.0 0.0 0.0 -0.597
C -2.25296 -3.51984 3.11030 0.1 0.0 0.0 -1.583
C 0.69929 -2.62307 -0.38484 0.0 0.0 -0.3 -1.145
C 6.88281 0.51843 3.08495 0.0 0.0 0.0 -0.476
H -2.26122 5.22160 3.31201 0.0 0.0 0.0 0.463
H -2.80426 -3.71950 2.18953 0.0 0.0 0.0 0.352
N -1.32990 -0.08399 -5.19210 0.0 0.1 0.0 0.146
N -1.81797 0.02459 -2.88090 -0.2 0.2 -0.3 0.575
O 4.59066 1.54564 -7.16185 0.0 0.0 0.0 -0.597
H -1.85402 3.45852 5.01336 0.0 0.0 0.0 0.469
H -1.46536 -0.29793 -1.99340 0.0 -0.2 0.0 -0.352
C -3.38395 0.96665 -0.43350 0.0 0.0 -0.1 -1.005
H 7.15789 -2.76199 0.94221 0.0 0.0 0.0 0.304
C -0.16384 2.79606 2.06258 0.1 0.1 -0.2 0.308
H 1.06826 -3.66203 4.09836 0.0 0.0 0.0 0.347
C -6.20612 -1.56923 -4.58039 0.0 0.0 0.0 -0.399
H 0.83934 4.43690 1.06056 0.0 0.0 0.0 0.523
C -1.48092 2.80385 4.22564 0.1 0.0 -0.1 -2.016
C 4.03938 1.38169 -6.10441 0.0 0.0 0.0 0.586
H 5.12042 1.85063 4.57742 0.0 0.0 0.0 0.330
C -0.59924 -5.32737 2.64351 0.0 0.1 0.0 -2.177
H -1.35535 5.25733 1.79311 0.0 0.0 0.0 0.345
H -7.14866 -2.00116 -4.26925 0.0 0.0 0.0 0.403
C 0.26973 0.68677 0.98060 0.1 0.5 0.1 1.242
C -2.51652 0.11383 -5.90686 0.0 -0.1 0.0 -0.108
C -0.00342 -3.50500 4.23057 0.0 0.0 -0.1 -1.600
C 3.38865 0.65151 -3.63632 -0.4 0.5 -0.6 -0.169
C -1.04983 -0.40647 -3.88834 0.2 -0.3 0.3 0.039
C 0.33672 4.45689 3.84421 0.0 -0.1 0.0 -1.673
C 5.08224 -0.53961 2.27477 0.1 0.1 0.1 -0.101
O -2.46304 0.65442 -6.98479 -0.1 0.1 0.1 -0.590
H -4.27176 0.92423 0.19816 0.0 0.0 0.0 0.490
S 2.45400 2.06030 -5.69810 0.0 0.0 0.0 -0.141
H -4.93104 1.19782 -6.06560 0.0 0.0 0.0 0.445
S 3.48775 -0.06250 -2.06726 0.2 -0.5 0.5 -0.252
C 0.28481 -3.48670 0.61159 -0.1 0.0 0.2 -0.563
H 0.36439 -4.55036 0.44175 0.0 0.0 0.0 0.556
H -2.90267 -2.30009 -4.67520 0.0 0.0 0.0 0.429
H -0.98857 -5.90055 3.48515 0.0 0.0 0.0 0.443
C 0.19975 -0.78039 0.88869 -0.2 -0.5 -0.1 -0.903
```
Positions in Å, forces in eV/Å.



molar mass of number 2 (C37H46CoN6O2S5Se)?
905.0 g mol⁻¹